Below is a single C17H26O4 molecule in a non-equilibrium geometry, with properties calculated with ωB97M-V/def2-TZVPD.

Geometry as XYZ:
```
47
Properties=species:S:1:pos:R:3:forces:R:3:lowdin_charge:R:1
C 4.855280 2.147775 -3.231111 -5.4 -5.7 -1.6 -0.089
C 3.951405 1.534770 -2.001633 1.0 2.5 -4.2 -0.215
C 2.510568 1.473870 -2.573031 1.7 3.4 -0.7 -0.293
C 1.573124 0.863326 -1.653440 2.1 2.7 6.4 -0.143
C 1.507697 2.004144 -0.343533 1.1 -4.3 2.9 -0.155
C 0.350839 1.750223 0.600625 8.2 -9.1 -6.6 -0.067
C 0.631255 0.074546 1.304466 -2.3 3.6 -0.8 -0.089
C -0.472111 -0.210577 2.284693 -2.8 2.7 1.4 -0.232
C -0.525911 -1.586507 2.835296 5.9 0.6 4.4 -0.269
C -1.693321 -2.178536 3.333722 -3.1 3.0 -8.0 -0.142
C -2.470998 -2.861540 2.078851 -0.1 1.1 -1.3 -0.013
C -2.595118 -2.056790 0.730290 1.9 -4.0 5.1 -0.140
C -1.788000 -1.881799 -0.285468 2.2 -9.8 6.2 -0.307
O -0.978174 -2.873917 -0.522316 2.8 -1.9 0.6 0.181
C -1.890003 -1.193314 -1.329547 -1.1 13.0 -12.2 -0.407
O -1.046861 -1.142451 -2.270969 0.1 -2.4 1.0 0.065
C -2.800484 -0.082719 -1.435500 -4.5 4.2 2.3 0.073
C -3.571296 0.215954 -0.228818 2.0 -6.0 -2.0 -0.134
O -4.578806 0.996265 -0.061494 0.8 1.5 -2.0 0.126
C -3.490315 -1.178936 0.866762 -12.6 13.6 3.1 -0.127
O -4.516134 -0.805021 1.765222 5.7 -3.5 -3.9 -0.061
H 4.454179 2.999025 -3.608813 -0.8 3.0 -0.6 0.020
H 5.788028 2.129979 -2.956452 5.3 0.5 1.3 -0.007
H 4.735262 1.408579 -4.139260 0.5 1.1 1.6 0.108
H 4.069133 2.443180 -1.441737 -0.1 -0.5 1.8 0.083
H 4.514834 0.637546 -1.783426 -0.5 -0.3 0.9 0.104
H 2.305272 2.732986 -2.785212 0.1 -3.8 0.2 0.190
H 2.566518 0.912157 -3.483406 -0.1 0.0 -1.0 0.089
H 2.202683 0.100736 -1.026416 -2.2 0.2 -1.7 0.143
H 0.532630 0.911883 -1.847676 -0.8 -1.4 -0.6 0.085
H 2.412795 2.171970 0.419766 -1.2 -1.1 -2.0 0.151
H 1.368200 2.933878 -0.614486 -0.5 4.9 -2.7 0.024
H -0.494373 1.484679 0.308209 -7.6 -1.3 -3.7 0.002
H 0.300975 2.140495 1.389503 -0.3 6.9 11.2 -0.022
H 0.565584 -0.576008 0.461803 0.6 -0.7 -0.4 0.072
H 1.527404 0.202958 1.806371 2.2 -0.4 0.5 0.077
H -1.463096 -0.081557 1.727865 1.1 0.3 0.8 0.115
H -0.529078 0.561337 3.214478 0.2 -1.4 -2.3 0.172
H -0.051019 -2.154130 2.130773 1.3 -2.1 -1.8 0.080
H 0.216167 -1.666166 3.825901 -1.0 0.5 -2.5 0.183
H -2.350525 -1.456447 3.546055 -2.7 2.7 1.9 0.085
H -1.838844 -2.972470 3.800030 0.4 -6.5 5.7 0.042
H -3.428122 -3.285641 2.407555 0.2 0.4 -0.4 0.132
H -1.868391 -3.589003 1.680277 1.6 -2.7 0.1 0.077
H -0.447746 -2.662035 -1.326548 -0.2 0.1 0.1 0.145
H -3.013628 0.725950 -2.334304 1.3 -2.7 2.1 0.182
H -5.037477 0.937354 0.766082 0.0 -0.9 1.5 0.109
```
Positions in Å, forces in eV/Å.

Its SMILES is CCCCCCCCCCCC1=C(O)C(=O)C=C(O)C1=O. Its frontier orbital gap is 6.82 eV. The calculated total energy comes out at -26225.3990 eV. For the molecular weight, the calculation gives 294.391 g mol⁻¹.